{
  "formula": "C4H11NS",
  "method": "ωB97M-V/def2-TZVPD",
  "e_above_lowest_kcal_mol": 42.3,
  "total_energy_ev": -16649.6498,
  "charge": -1,
  "spin_multiplicity": 2,
  "homo_energy_ev": [1.32, -4.69],
  "lumo_energy_ev": [3.6268, 3.6964],
  "elements": ["C", "C", "S", "H", "H", "H", "H", "H", "C", "C", "N", "H", "H", "H", "H", "H", "H"],
  "positions_angstrom": [[0.809546, 2.206428, 0.388667], [1.381222, 1.000351, 1.196415], [1.216657, -0.688571, 0.436959], [1.286598, 2.159989, -0.594246], [1.100502, 3.095234, 0.942542], [-0.253019, 2.187932, 0.148674], [0.866708, 0.972940, 2.153559], [2.455099, 1.139705, 1.124872], [-1.101935, -1.413879, -1.725556], [-0.649842, -0.889238, 0.605602], [-1.165774, -1.855630, -0.330402], [-0.943447, -0.337172, -1.761545], [-2.057146, -1.570974, -2.248531], [-0.336653, -1.968278, -2.277851], [-1.159032, 0.063723, 0.522641], [-0.754410, -1.354289, 1.590662], [-0.695067, -2.748264, -0.172466]],
  "atomic_forces_ev_per_a": [[0.533, -1.169, -0.351], [-1.193, 0.025, -1.566], [-0.415, 0.671, -0.107], [0.230, 0.370, 0.057], [-0.209, 0.350, -0.258], [-0.171, -0.050, 0.544], [0.733, 0.029, 0.497], [0.143, -0.009, 1.051], [-0.457, -0.438, 0.055], [0.835, -1.388, 0.216], [-0.397, 0.883, -0.100], [0.406, -0.004, -0.086], [0.041, -0.196, 0.182], [0.147, 0.363, -0.038], [-0.015, 0.170, -0.011], [-0.274, 0.415, 0.094], [0.062, -0.022, -0.179]],
  "lowdin_spin": [0.009, 0.032, 0.624, 0.005, 0.004, 0.001, 0.004, 0.017, 0.058, 0.042, 0.038, 0.001, 0.008, 0.032, 0.006, 0.024, 0.097]
}